1.
The following is a quantum chemistry calculation of C4H4OPt as an isolated structure, from the OMol25 dataset.

Output
Total charge ... -1
E_LUMO (alpha / beta) ... 3.53 / 3.26 eV
Spin multiplicity ... 4
Electronic energy ... -9499.2887 eV

```
10
Properties=species:S:1:pos:R:3:forces:R:3
H -0.4875 -2.8909 0.5436 0.2310 0.4253 0.6133
C -0.1489 -1.8590 0.5455 -0.1413 0.2078 -1.5135
C 0.5354 -1.1427 -0.2323 -1.1374 0.3087 1.1402
C 0.8193 0.1069 -0.8225 -0.0272 0.8693 0.4488
H 0.6232 0.1515 -1.9020 -0.0748 0.0941 0.3398
H 1.8007 0.5217 -0.5557 -0.2345 -0.0445 -0.1673
C -0.5929 1.2764 0.1403 2.5351 1.2051 -0.7813
O -0.2770 1.5056 1.4178 2.6350 2.5103 -1.3532
Pt -1.6053 0.1202 1.3366 -3.8235 -4.9657 1.3137
H -0.6669 2.2103 -0.4713 0.0376 -0.6104 -0.0408
```
Forces are in eV/Å.

---

2.
The following is a quantum chemistry calculation of C4H4ORb as an isolated structure, from the OMol25 dataset.

Output
Total charge ... 0
E_LUMO (alpha / beta) ... -0.60 / -0.60 eV
Spin multiplicity ... 2
Energy above the lowest of the compared OMol25 structures with the same formula, charge and spin ... 12.0 kcal/mol
Electronic energy ... -6909.8381 eV

```
10
Properties=species:S:1:pos:R:3:forces:R:3
C 1.9290 2.4335 1.8833 0.1407 -0.0318 -0.8570
C 1.8846 2.5487 0.6793 -0.1376 -0.0452 0.9050
H 1.8028 2.6947 -0.3863 0.0725 -0.0787 0.4849
H 2.0351 2.3321 2.9525 -0.0993 0.1072 -0.5322
C -1.6044 -1.1128 -1.7791 0.2551 0.2875 0.1547
C -1.8510 -2.1760 -0.9733 0.3433 -0.0101 0.2462
O -0.9802 -2.8004 -0.2372 -0.0528 0.4952 0.0572
Rb 0.4220 -0.7133 1.0345 -0.5203 -0.4520 -0.5111
H -0.7230 -0.7212 -2.2948 -0.2747 -0.2931 0.0969
H -2.9149 -2.4854 -0.8789 0.2731 0.0209 -0.0444
```
Forces are in eV/Å.

---

3.
The following is a quantum chemistry calculation of an isolated molecule of C4H4OS, from the OMol25 dataset.

Output
Total charge ... 0
E_LUMO (alpha / beta) ... -0.09 / -0.09 eV
Energy above the lowest of the compared OMol25 structures with the same formula, charge and spin ... 64.4 kcal/mol
Electronic energy ... -17092.3504 eV

```
10
Properties=species:S:1:pos:R:3:forces:R:3
C -0.7287 1.0110 0.1310 -0.5556 0.0411 -0.0800
C 0.6705 0.6864 0.1477 0.2039 0.3779 0.0543
C -1.6456 0.0527 -0.1303 0.1134 -0.1218 0.0182
C 1.1341 -0.5116 -0.0985 -2.6838 -1.8231 -0.2034
O 2.0783 -1.3237 -0.4197 0.5079 0.2475 -0.2032
S -1.2191 -1.5531 -0.4768 2.2509 0.7779 0.2058
H -1.0457 2.0135 0.3685 0.1014 0.1245 0.0302
H 1.3527 1.4770 0.4358 0.3063 -0.0675 -0.0274
H -2.7032 0.2662 -0.0942 -0.1149 0.1964 0.0915
H 2.1068 -2.1184 0.1366 -0.1295 0.2470 0.1140
```
Forces are in eV/Å.

---

4.
The following is a quantum chemistry calculation of an isolated molecule of C4H4OS, from the OMol25 dataset.

Output
Total charge ... 0
E_LUMO ... 0.72 eV
Energy above the lowest of the compared OMol25 structures with the same formula, charge and spin ... 48.2 kcal/mol
Electronic energy ... -17093.0566 eV

```
10
Properties=species:S:1:pos:R:3:forces:R:3
C 0.5865 0.6007 0.0708 -0.3444 -1.3822 -0.7349
C -0.7619 0.7282 0.7807 -0.2864 0.0749 0.7311
C -1.8391 0.0376 0.0631 -0.5113 -1.7557 -0.6363
C -2.6685 -0.6578 -0.4893 -0.2622 0.9614 0.6087
H 2.4208 -0.3844 -0.4070 1.0688 0.1154 -0.5489
H -1.0942 1.7824 0.7343 0.6752 -0.2597 0.6407
H -0.6624 0.2881 1.8376 -0.2639 0.9501 -1.4384
H -3.6037 -1.0901 -0.8604 1.1335 0.2453 0.1654
O 1.1101 1.3858 -0.6500 -0.2760 1.9448 0.0503
S 1.3848 -0.9959 0.0840 -0.9334 -0.8943 1.1623
```
Forces are in eV/Å.

---

Q: Look up the electronic energy of the second one.
A: -6909.8381 eV

---

Copy entry 1 word for word.
The following is a quantum chemistry calculation of C4H4OPt as an isolated structure, from the OMol25 dataset.

Output
Total charge ... -1
E_LUMO (alpha / beta) ... 3.53 / 3.26 eV
Spin multiplicity ... 4
Electronic energy ... -9499.2887 eV

```
10
Properties=species:S:1:pos:R:3:forces:R:3
H -0.4875 -2.8909 0.5436 0.2310 0.4253 0.6133
C -0.1489 -1.8590 0.5455 -0.1413 0.2078 -1.5135
C 0.5354 -1.1427 -0.2323 -1.1374 0.3087 1.1402
C 0.8193 0.1069 -0.8225 -0.0272 0.8693 0.4488
H 0.6232 0.1515 -1.9020 -0.0748 0.0941 0.3398
H 1.8007 0.5217 -0.5557 -0.2345 -0.0445 -0.1673
C -0.5929 1.2764 0.1403 2.5351 1.2051 -0.7813
O -0.2770 1.5056 1.4178 2.6350 2.5103 -1.3532
Pt -1.6053 0.1202 1.3366 -3.8235 -4.9657 1.3137
H -0.6669 2.2103 -0.4713 0.0376 -0.6104 -0.0408
```
Forces are in eV/Å.

---

What did the third record say?
The following is a quantum chemistry calculation of an isolated molecule of C4H4OS, from the OMol25 dataset.

Output
Total charge ... 0
E_LUMO (alpha / beta) ... -0.09 / -0.09 eV
Energy above the lowest of the compared OMol25 structures with the same formula, charge and spin ... 64.4 kcal/mol
Electronic energy ... -17092.3504 eV

```
10
Properties=species:S:1:pos:R:3:forces:R:3
C -0.7287 1.0110 0.1310 -0.5556 0.0411 -0.0800
C 0.6705 0.6864 0.1477 0.2039 0.3779 0.0543
C -1.6456 0.0527 -0.1303 0.1134 -0.1218 0.0182
C 1.1341 -0.5116 -0.0985 -2.6838 -1.8231 -0.2034
O 2.0783 -1.3237 -0.4197 0.5079 0.2475 -0.2032
S -1.2191 -1.5531 -0.4768 2.2509 0.7779 0.2058
H -1.0457 2.0135 0.3685 0.1014 0.1245 0.0302
H 1.3527 1.4770 0.4358 0.3063 -0.0675 -0.0274
H -2.7032 0.2662 -0.0942 -0.1149 0.1964 0.0915
H 2.1068 -2.1184 0.1366 -0.1295 0.2470 0.1140
```
Forces are in eV/Å.